Molecular formula: C47H35AgF3GeOSb
Method: DFT, ωB97M-V/def2-TZVPD

```
89
Properties=species:S:1:pos:R:3
Ag 1.221 -0.474 -0.743
O 3.134 -1.594 -2.992
C 2.941 -1.589 -1.869
C 0.825 -4.840 5.769
C 0.989 -5.197 4.439
C 1.164 -4.213 3.474
C 1.171 -2.863 3.813
C 0.999 -2.524 5.154
C 0.830 -3.497 6.125
Sb 1.468 -1.435 2.195
C -0.331 -0.353 2.659
C -1.317 -0.876 3.482
C -2.497 -0.180 3.719
C -2.700 1.060 3.141
C -1.719 1.593 2.314
C -0.553 0.887 2.066
C 2.747 -0.135 3.371
C 2.845 1.207 2.998
C 3.723 2.064 3.642
C 4.532 1.597 4.668
C 4.462 0.261 5.034
C 3.581 -0.593 4.384
H 0.689 -5.604 6.527
H 0.980 -6.240 4.147
H 1.288 -4.507 2.437
H 0.993 -1.479 5.445
H 0.697 -3.208 7.162
H -1.194 -1.852 3.933
H -3.263 -0.621 4.348
H -3.622 1.601 3.315
H -1.871 2.548 1.826
H 0.159 1.300 1.361
H 2.255 1.592 2.174
H 3.781 3.099 3.327
H 5.220 2.267 5.171
H 5.096 -0.123 5.826
H 3.546 -1.634 4.688
C -0.535 -1.643 -0.661
Ge -1.508 -1.723 -2.223
C -3.499 -1.971 -1.957
C -3.925 -2.017 -0.629
C -5.269 -2.138 -0.303
C -6.223 -2.206 -1.307
C -5.819 -2.153 -2.634
C -4.472 -2.039 -2.945
C -1.408 0.002 -3.209
C -1.365 0.135 -4.592
C -1.267 1.382 -5.198
C -1.210 2.530 -4.424
C -1.255 2.418 -3.041
C -1.356 1.171 -2.448
C -1.174 -3.109 -3.651
C -1.952 -4.256 -3.797
C -1.623 -5.258 -4.701
C -0.493 -5.133 -5.496
C 0.302 -4.001 -5.365
C -0.035 -3.016 -4.452
H -0.431 -2.622 -0.169
H -3.165 -1.933 0.144
H -5.571 -2.170 0.739
H -7.276 -2.294 -1.059
H -6.558 -2.198 -3.428
H -4.180 -2.002 -3.991
H -1.403 -0.752 -5.217
H -1.226 1.452 -6.281
H -1.125 3.504 -4.892
H -1.193 3.305 -2.420
H -1.357 1.082 -1.366
H -2.845 -4.372 -3.190
H -2.252 -6.139 -4.784
H -0.230 -5.910 -6.206
H 1.196 -3.889 -5.970
H 0.616 -2.154 -4.348
F 1.720 9.053 -0.261
C 2.625 8.389 -1.019
F 3.830 8.847 -0.595
F 2.477 8.856 -2.272
C 2.498 6.912 -0.918
C 2.590 6.317 0.341
C 2.491 4.949 0.468
C 2.299 4.129 -0.659
C 2.200 4.749 -1.917
C 2.296 6.120 -2.046
C 2.198 2.723 -0.546
C 2.045 1.507 -0.493
H 2.739 6.927 1.223
H 2.559 4.490 1.444
H 2.033 4.132 -2.788
H 2.214 6.571 -3.025
```

The total energy comes out at -4650.8297 hartree. The gap between HOMO and LUMO is 0.1477 Ha. Its energy above the lowest of the compared OMol25 structures with the same formula, charge and spin is 0.499 eV. The calculation puts the highest occupied orbital energy at 0.14 eV. As for the charge: -2.

---

Molecular formula: C47H35ClF12GeN3O4Sc
Method: DFT, ωB97M-V/def2-TZVPD

```
104
Properties=species:S:1:pos:R:3
Sc -0.208 -1.010 0.541
C -2.038 -5.458 -4.844
C -1.298 -4.608 -3.853
C 0.010 -4.201 -4.087
C 0.675 -3.410 -3.185
C 0.075 -2.937 -1.993
N 0.735 -2.111 -1.131
C 1.854 -1.436 -1.569
C 1.947 -0.872 -2.860
C 3.101 -0.282 -3.323
C 4.238 -0.223 -2.523
C 5.513 0.404 -3.006
C 4.135 -0.657 -1.208
C 2.969 -1.216 -0.713
C 2.777 -1.505 0.771
O 1.601 -1.001 1.240
C 3.850 -0.877 1.702
F 3.538 -1.114 2.986
F 5.125 -1.301 1.580
F 3.908 0.450 1.571
C 2.917 -3.040 1.010
F 4.190 -3.460 0.848
F 2.207 -3.802 0.182
F 2.567 -3.417 2.255
C -1.209 -3.477 -1.699
C -1.862 -4.272 -2.632
C -1.829 -3.241 -0.319
O -1.786 -1.976 0.141
C -3.315 -3.676 -0.212
F -4.094 -3.141 -1.159
F -3.526 -5.013 -0.261
F -3.840 -3.281 0.955
C -1.065 -4.172 0.692
F -1.796 -4.601 1.737
F -0.524 -5.274 0.158
F -0.044 -3.479 1.258
H -1.774 -5.177 -5.863
H -3.113 -5.351 -4.716
H -1.781 -6.511 -4.709
H 0.508 -4.513 -4.995
H 1.703 -3.147 -3.381
H 1.071 -0.899 -3.491
H 3.121 0.142 -4.320
H 5.549 0.425 -4.092
H 6.376 -0.144 -2.637
H 5.583 1.427 -2.637
H 4.996 -0.527 -0.567
H -2.851 -4.652 -2.429
Cl -6.316 2.407 -1.603
C -4.875 1.820 -0.844
C -4.857 1.664 0.545
C -3.727 1.209 1.166
C -2.540 0.896 0.445
O -1.465 0.570 1.056
C -2.614 1.029 -0.984
C -1.486 0.654 -1.768
O -0.434 0.157 -1.329
C -3.779 1.506 -1.602
H -5.739 1.911 1.119
H -3.719 1.087 2.239
H -1.573 0.813 -2.859
H -3.801 1.613 -2.678
N -0.298 -1.835 5.095
C -1.160 -0.773 5.097
C -1.310 -0.418 3.789
N -0.559 -1.239 2.994
C 0.035 -2.075 3.808
H 0.027 -2.345 5.902
H -1.581 -0.381 6.002
H -1.887 0.375 3.361
H 0.703 -2.864 3.530
C 2.759 2.318 -0.662
Ge 1.063 1.713 0.346
C 1.555 2.411 2.193
C 1.916 3.745 2.318
C 2.441 4.219 3.507
C 2.590 3.370 4.591
C 2.183 2.052 4.487
C 1.673 1.575 3.290
C -0.225 3.085 -0.480
C -0.110 3.211 -1.846
C -0.987 3.989 -2.608
C -2.013 4.651 -2.000
C -2.197 4.541 -0.609
C -3.267 5.201 0.029
C -3.477 5.053 1.369
C -2.616 4.246 2.128
C -1.554 3.615 1.541
C -1.308 3.738 0.159
H 2.706 3.390 -0.802
H 2.836 1.837 -1.629
H 3.636 2.076 -0.078
H 1.792 4.411 1.473
H 2.757 5.251 3.584
H 3.030 3.733 5.510
H 2.288 1.384 5.331
H 1.387 0.537 3.179
H 0.695 2.694 -2.348
H -0.846 4.058 -3.679
H -2.708 5.255 -2.566
H -3.924 5.812 -0.575
H -4.311 5.548 1.847
H -2.801 4.129 3.187
H -0.894 2.986 2.123
```

The total energy comes out at -6773.8221 hartree. The gap between HOMO and LUMO (alpha / beta) is 0.2293 / 0.2031 Ha. Its energy above the lowest of the compared OMol25 structures with the same formula, charge and spin is 1.372 eV. The calculation puts the highest occupied orbital energy (alpha / beta) at -4.03 / -4.04 eV. As for the charge: -1. As for the spin multiplicity: 2.

---

Molecular formula: C47H36ClIN4NaO3P2
Method: DFT, ωB97M-V/def2-TZVPD

```
95
Properties=species:S:1:pos:R:3
Na -0.408 -2.145 -2.169
O -3.231 -5.023 -3.717
C -3.268 -4.618 -4.995
C -3.818 -5.493 -5.937
C -3.897 -5.130 -7.266
C -3.428 -3.888 -7.688
C -2.872 -3.027 -6.760
C -2.774 -3.370 -5.412
C -2.155 -2.443 -4.416
O -2.235 -2.733 -3.188
N -1.578 -1.375 -4.941
N -0.724 -0.730 -4.113
C -0.525 0.501 -4.394
C 0.562 1.264 -3.777
C 0.705 2.622 -4.082
C 1.759 3.333 -3.543
C 2.650 2.675 -2.707
C 2.429 1.325 -2.463
N 1.423 0.629 -2.973
H -2.847 -4.267 -3.199
H -4.179 -6.452 -5.588
H -4.331 -5.819 -7.982
H -3.496 -3.600 -8.729
H -2.490 -2.060 -7.057
H -1.113 0.987 -5.173
H -0.017 3.100 -4.733
H 1.884 4.386 -3.765
H 3.493 3.186 -2.258
H 3.102 0.770 -1.815
Cl 0.912 -5.124 4.745
C 0.626 -4.720 3.064
C -0.307 -5.424 2.355
C -0.596 -5.098 1.030
I -2.094 -6.127 0.012
C 0.049 -4.063 0.326
O -0.192 -3.762 -0.871
C 1.045 -3.321 1.113
N 1.650 -2.291 0.484
C 2.521 -1.569 1.143
C 2.863 -1.802 2.486
C 2.262 -2.839 3.145
C 1.321 -3.643 2.469
H -0.845 -6.230 2.838
H 2.985 -0.751 0.595
H 3.591 -1.171 2.981
H 2.493 -3.051 4.180
C 1.156 1.538 0.972
P -0.180 0.473 0.253
C -0.861 -0.446 1.670
C -0.344 -0.413 2.961
C -0.862 -1.236 3.952
C -1.906 -2.101 3.666
C -2.419 -2.157 2.376
C -1.889 -1.349 1.385
C -1.470 1.727 -0.114
C -2.807 1.609 0.252
C -3.743 2.540 -0.179
C -3.361 3.600 -0.985
C -2.030 3.723 -1.362
C -1.099 2.793 -0.934
P 0.779 3.099 1.892
C 0.946 2.545 3.637
C 2.119 2.014 4.172
C 2.146 1.528 5.469
C 1.000 1.575 6.254
C -0.167 2.118 5.739
C -0.190 2.604 4.438
C 2.390 3.975 1.691
C 2.391 5.340 1.981
C 3.549 6.095 1.873
C 4.730 5.499 1.454
C 4.743 4.145 1.151
C 3.583 3.391 1.271
H 1.716 1.862 0.096
H 1.825 0.876 1.529
H 0.489 0.236 3.204
H -0.430 -1.211 4.945
H -2.294 -2.757 4.434
H -3.201 -2.864 2.127
H -2.262 -1.447 0.370
H -3.125 0.792 0.887
H -4.779 2.430 0.119
H -4.094 4.322 -1.323
H -1.715 4.542 -1.997
H -0.071 2.895 -1.253
H 3.017 1.968 3.565
H 3.060 1.105 5.868
H 1.019 1.186 7.264
H -1.064 2.153 6.344
H -1.107 3.008 4.025
H 1.466 5.814 2.290
H 3.527 7.153 2.105
H 5.635 6.086 1.360
H 5.660 3.671 0.821
H 3.619 2.335 1.031
```

The total energy comes out at -3860.4429 hartree. The gap between HOMO and LUMO is 0.2334 Ha. Its energy above the lowest of the compared OMol25 structures with the same formula, charge and spin is 0.000 eV. The calculation puts the highest occupied orbital energy at -4.35 eV. As for the charge: -1.